{"formula": "C5H6O2", "method": "ωB97M-V with the def2-TZVPD basis set", "e_homo_ha": -0.332, "total_charge": 0, "orbital_gap_ev": 9.9, "lumo_ev": 0.89, "e_above_lowest_kcal_mol": 117.0, "mol_weight_g_mol": 98.10, "species": ["O", "C", "C", "O", "C", "C", "C", "H", "H", "H", "H", "H", "H"], "xyz": [[1.518, -1.711, 1.981], [0.450, 0.095, -0.106], [-0.113, 1.525, -0.413], [-0.308, 1.332, -1.803], [-0.241, -0.052, -1.506], [-1.204, -0.379, -0.450], [-1.111, 0.759, 0.339], [2.467, -1.755, 1.817], [1.203, -1.072, 1.308], [0.297, 2.472, -0.079], [0.038, -0.735, -2.300], [-1.587, -1.350, -0.162], [-1.409, 0.871, 1.373]], "atomic_forces_ev_per_a": [[0.15, 0.02, -0.03], [0.30, 0.04, -0.05], [0.02, 0.43, 0.25], [0.05, 0.03, -0.05], [-0.05, -0.39, -0.30], [-0.15, -0.14, 0.07], [-0.16, 0.01, 0.17], [-0.12, -0.05, 0.09], [0.02, -0.01, -0.03], [-0.07, -0.18, -0.05], [-0.05, 0.11, 0.15], [0.04, 0.15, -0.06], [0.03, -0.01, -0.17]]}